This record from the OMol25 dataset describes a structure of composition C17H40BBrN3O6P. The level of theory is ωB97M-V/def2-TZVPD.

Results
- Spin multiplicity: 1
- E: -4227.7291 Eh
- Orbital gap: 8.222 eV
- Maximum force: 0.980 eV/A

Cartesian coordinates (Å):
C: -2.036 -2.045 3.360
C: -0.916 -2.060 2.286
B: -0.383 -0.652 1.851
O: -0.270 -0.289 0.547
C: -0.007 0.444 2.999
O: -1.181 1.196 3.219
O: 0.305 -0.273 4.200
C: 1.637 -0.524 4.094
O: 2.174 -1.529 4.410
O: 2.250 0.562 3.558
C: 1.248 1.367 2.905
Br: 1.828 1.836 1.143
P: 1.029 3.010 3.829
N: 2.676 3.211 4.169
O: 0.482 2.437 5.278
H: -3.002 -2.284 2.917
H: -1.849 -2.796 4.126
H: -2.121 -1.094 3.880
H: -1.292 -2.601 1.414
H: -0.052 -2.597 2.694
H: -0.824 -0.834 -0.023
H: -1.500 1.496 2.360
H: 2.777 4.065 4.711
H: 3.041 2.455 4.743
H: -0.482 2.472 5.306
C: -0.668 -6.891 0.271
C: -2.023 -6.988 -0.412
N: -2.522 -5.704 -0.872
C: -3.930 -5.722 -1.230
C: -4.369 -6.598 -2.409
C: -1.647 -4.975 -1.773
C: -1.196 -5.673 -3.063
H: -0.685 -6.145 1.067
H: -0.405 -7.853 0.711
H: 0.126 -6.627 -0.429
H: -2.750 -7.379 0.304
H: -1.957 -7.733 -1.222
H: -4.242 -4.691 -1.416
H: -4.482 -6.044 -0.342
H: -4.050 -6.189 -3.367
H: -5.458 -6.662 -2.430
H: -3.982 -7.615 -2.325
H: -0.750 -4.688 -1.217
H: -2.137 -4.031 -2.027
H: -0.827 -6.681 -2.868
H: -0.378 -5.108 -3.515
H: -1.992 -5.739 -3.802
C: 2.312 5.794 0.306
C: 2.610 5.264 -1.088
N: 1.514 5.466 -2.019
C: 1.640 4.695 -3.242
C: 2.818 5.002 -4.174
C: 1.063 6.839 -2.168
C: 2.096 7.893 -2.588
H: 1.367 5.391 0.675
H: 3.101 5.485 0.993
H: 2.261 6.883 0.335
H: 2.782 4.186 -1.023
H: 3.557 5.705 -1.439
H: 0.705 4.797 -3.801
H: 1.698 3.641 -2.952
H: 2.695 5.952 -4.692
H: 2.892 4.224 -4.937
H: 3.765 5.024 -3.635
H: 0.625 7.155 -1.218
H: 0.234 6.838 -2.881
H: 3.004 7.829 -1.987
H: 1.678 8.891 -2.442
H: 2.376 7.807 -3.637

These are the Löwdin partial charges, in e, on atoms 1 to 8: C -0.086; C -0.111; B -0.421; O 0.127; C -0.432; O 0.033; O 0.102; C -0.541